# C9H13NO

2 unconnected molecules or ions with the total composition C9H13NO (ωB97M-V/def2-TZVPD, OMol25).

As for the total charge: 0. Its energy relative to the best compared isomer or geometry (same formula, charge and spin) is 2.048 eV. The total energy comes out at -13080.023 eV. The calculation puts the HOMO-LUMO gap at 9.605 eV. As for the highest occupied orbital energy: -8.9 eV.

XYZ file:
```
24
Properties=species:S:1:pos:R:3:nbo_charge:R:1
C 1.39869 1.09023 1.21053 -0.637
C 0.03082 1.55302 0.74035 0.018
C -0.48504 2.61541 1.57609 -0.218
C -1.72094 3.20631 1.35405 -0.200
C -2.51243 2.68301 0.22369 -0.218
C -1.90908 1.66514 -0.61528 -0.209
C -0.71152 1.04925 -0.28566 -0.240
H 1.40565 0.39582 1.90384 0.212
H 2.00404 1.97353 1.31908 0.222
H 2.02473 0.62568 0.40765 0.219
H 0.20342 2.90488 2.29856 0.202
H -2.07921 3.89512 2.05353 0.209
H -3.37412 3.26752 -0.07380 0.211
H -2.48982 1.63678 -1.52883 0.218
H -0.41737 0.15343 -0.81277 0.211
C 0.09733 -3.00925 -1.84257 -0.691
C 1.38862 -3.05378 -1.03147 0.671
N 1.15906 -3.46957 0.23032 -0.842
O 2.46217 -2.61394 -1.30320 -0.596
H -0.58622 -3.91599 -1.52769 0.202
H 0.20899 -3.16955 -2.90061 0.231
H -0.40870 -2.17432 -1.82256 0.222
H 1.88316 -3.18497 0.95098 0.406
H 0.35599 -4.00543 0.56758 0.398
```